No. 1
The following is a quantum chemistry calculation of a structure of composition C23H33N4O7PTi, from OMol25.

Geometry as ORCA input:
```
! wB97M-V def2-TZVPD RIJCOSX def2/J DEFGRID3
* xyz 1 2
Ti 1.34979 -0.81017 0.85789
O 3.76839 -3.64806 -1.27321
C 3.29903 -2.70008 -0.50167
O 2.24078 -2.76095 0.10847
C 4.14445 -1.48298 -0.33698
C 5.45031 -1.26848 -0.71100
C 6.06101 -0.09933 -0.24459
C 5.37859 0.75344 0.60787
C 4.06414 0.44198 0.93805
N 3.47225 -0.61342 0.41208
C 3.17641 1.12174 1.97482
O 3.48466 2.19527 2.43474
O 2.13990 0.38928 2.26223
H 3.15382 -4.40128 -1.27524
H 5.98372 -1.99288 -1.30946
H 7.08622 0.11384 -0.51495
H 5.84466 1.62640 1.04328
C -1.33210 1.90418 1.88085
N -1.03171 2.56910 0.61866
C -1.94225 3.64543 0.25224
P 0.29288 2.25999 -0.28504
O 0.72729 0.84193 0.04053
N 1.41060 3.41016 0.00009
C 1.37767 4.32699 1.13766
C 2.64327 3.46639 -0.77992
N 0.01435 2.31482 -1.89758
C 0.01425 3.54344 -2.68017
C -0.69835 1.20538 -2.53146
H -1.46908 2.64956 2.66840
H -0.51623 1.25043 2.17777
H -2.24977 1.31666 1.79599
H -2.01168 4.37871 1.05985
H -2.94314 3.25548 0.05356
H -1.59056 4.16241 -0.63834
H 0.47523 4.17172 1.72203
H 1.39666 5.36075 0.78430
H 2.23984 4.14830 1.78066
H 2.63930 2.69693 -1.55122
H 3.50250 3.31849 -0.12277
H 2.74427 4.44030 -1.26589
H 0.50046 4.34810 -2.13389
H -1.00526 3.85362 -2.92773
H 0.55394 3.38127 -3.61529
H -0.61997 0.30507 -1.92609
H -0.25654 1.00842 -3.50991
H -1.75511 1.44977 -2.67490
C -5.96443 -4.50368 0.14297
C -4.62013 -3.84091 0.23126
C -3.75953 -3.81824 -0.85682
C -2.50609 -3.22723 -0.79367
C -1.65925 -3.27021 -2.04000
C -2.09252 -2.64542 0.42321
C -2.94910 -2.66318 1.54654
C -2.61104 -2.06050 2.88662
C -4.19714 -3.25304 1.41595
C -0.76838 -2.00941 0.50823
O -0.20388 -1.77560 1.65383
O -0.10923 -1.63933 -0.50366
H -6.28627 -4.61392 -0.89122
H -6.71988 -3.93455 0.68392
H -5.92447 -5.49969 0.58856
H -4.07404 -4.27475 -1.78799
H -2.13530 -3.91006 -2.78085
H -0.65991 -3.65321 -1.83836
H -1.53196 -2.27722 -2.46968
H -2.27190 -1.02945 2.80055
H -1.81040 -2.61064 3.37811
H -3.49116 -2.08322 3.52657
H -4.86292 -3.25464 2.27125
*
```

- Kohn-Sham gap (spin up / spin down) (eV) = 7.39 / 7.37
- energy above the lowest of the compared OMol25 structures with the same formula, charge and spin (kcal/mol) = 0.00
- max |F| (eV/Å) = 0.30

natural (NBO) population analysis, charges in e, atoms 1 to 2:
1. Ti 1.661
2. O -0.616

---

No. 2
The following is a quantum chemistry calculation of the molecule C23H33NO5, from OMol25.

Geometry as ORCA input:
```
! wB97M-V def2-TZVPD RIJCOSX def2/J DEFGRID3
* xyz 0 1
C 2.10545 3.54358 -1.78418
C 2.89554 3.40819 -0.48456
O 3.94267 2.46047 -0.60499
C 3.59058 1.13194 -0.63679
C 3.98939 0.38945 -1.73728
C 3.74781 -0.96996 -1.81504
C 3.10640 -1.62274 -0.77433
C 2.86610 -3.10949 -0.85512
C 1.55336 -3.57029 -0.21199
N 0.43054 -2.77182 -0.64496
C -0.31396 -2.02773 0.20215
O -0.16370 -2.07009 1.40752
C -1.33886 -1.16171 -0.51916
C -0.66251 0.11239 -1.05485
C -0.56972 1.20061 -0.03370
C -1.23257 1.20352 1.10940
C -2.13253 0.09520 1.54639
C -2.53195 -0.81059 0.37717
C -3.63564 -0.18956 -0.46608
O -3.63702 -0.14201 -1.67093
O -4.62723 0.26450 0.29519
C -5.75845 0.86003 -0.36311
C -6.37097 1.85089 0.61566
C -6.74256 -0.22918 -0.77568
C 2.71480 -0.88867 0.33779
C 2.93076 0.48041 0.42502
O 2.54373 1.25222 1.47901
C 1.95620 0.65124 2.61882
C 2.98893 -0.00578 3.52927
H 2.76560 3.84724 -2.59322
H 1.32286 4.28883 -1.66754
H 1.65136 2.59084 -2.05132
H 2.23048 3.14591 0.34413
H 3.40051 4.34868 -0.24915
H 4.50309 0.90412 -2.53446
H 4.06677 -1.52140 -2.68742
H 2.87394 -3.40598 -1.90722
H 3.68825 -3.63732 -0.36322
H 1.37607 -4.62118 -0.46871
H 1.59114 -3.48684 0.87557
H 0.30460 -2.66280 -1.63893
H -1.71920 -1.73078 -1.37490
H -1.24570 0.48186 -1.90441
H 0.34108 -0.12297 -1.42428
H 0.07235 2.02863 -0.29600
H -1.11753 2.02186 1.80665
H -1.60662 -0.51084 2.28910
H -3.02962 0.49918 2.01881
H -2.95207 -1.73669 0.78862
H -5.39018 1.37775 -1.25833
H -5.63440 2.59437 0.90894
H -7.21508 2.35286 0.15204
H -6.71204 1.32836 1.50571
H -6.26751 -0.91287 -1.47510
H -7.60782 0.21800 -1.25640
H -7.06893 -0.78724 0.09905
H 2.22858 -1.39701 1.15175
H 1.17545 -0.05940 2.32747
H 1.48106 1.48576 3.14248
H 2.49392 -0.40607 4.40963
H 3.72960 0.72762 3.83929
H 3.50234 -0.81447 3.01533
*
```

- SMILES = CCOc1ccc(CCNC(=O)[C@@H]2CC=CC[C@H]2C(=O)OC(C)C)cc1OCC
- Kohn-Sham gap (eV) = 8.84
- energy above the lowest of the compared OMol25 structures with the same formula, charge and spin (kcal/mol) = 3.90
- max |F| (eV/Å) = 0.68

natural (NBO) population analysis, charges in e, atoms 1 to 2:
1. C -0.641
2. C -0.063

---

No. 3
The following is a quantum chemistry calculation of a structure of composition C23H34BeCl2N3O3 in a non-equilibrium geometry, from OMol25.

Geometry as ORCA input:
```
! wB97M-V def2-TZVPD RIJCOSX def2/J DEFGRID3
* xyz -1 1
O 2.71447 1.09186 -3.49053
C 2.45639 1.29637 -4.66925
C 2.65848 2.59861 -5.40057
C 3.00667 3.74636 -4.67515
H 3.13412 3.67460 -3.59356
C 3.18719 4.96155 -5.33855
H 3.44180 5.85049 -4.76130
C 3.03468 5.03968 -6.73034
H 3.16941 5.99430 -7.24194
C 2.70795 3.88596 -7.45840
H 2.59112 3.94362 -8.54118
C 2.52616 2.67140 -6.79483
H 2.28051 1.76177 -7.34500
H 2.02189 0.48825 -5.30260
C -2.66727 0.76846 -2.34047
C -2.18178 -0.21148 -1.36950
H -3.73448 0.64045 -2.53722
H -2.11032 0.69459 -3.28291
H -2.50514 1.78377 -1.95490
C -2.90600 -1.04101 -0.63574
C -4.41248 -1.13263 -0.54274
H -2.41735 -1.74222 0.04288
H -4.94698 -0.54922 -1.30698
H -4.75851 -0.79210 0.44559
H -4.73319 -2.18190 -0.62495
Be -0.36094 -0.17530 -1.12906
Cl -0.35453 1.42348 0.03529
Cl 0.45665 -0.34761 -2.85055
C -1.98132 -0.09046 2.96852
O -1.27501 -1.05820 2.65927
N -2.62184 0.04928 4.15570
C -2.48592 -0.94962 5.19962
C -3.64330 1.06303 4.37176
H -2.15004 0.76434 2.28079
H -1.74314 -1.69562 4.90855
H -3.45711 -1.43141 5.38181
H -2.17931 -0.46360 6.13548
H -3.59937 1.78637 3.55042
H -3.47798 1.57316 5.33142
H -4.64630 0.60740 4.40468
H -0.09533 -4.89696 1.25185
H 2.01576 -5.27402 0.24557
C -0.42718 -4.21829 0.46280
C 1.77664 -4.61999 -0.59791
N 0.76488 -3.65586 -0.17818
H -1.03980 -3.42826 0.89491
C 0.82323 -2.39151 -0.57981
O -0.03444 -1.51729 -0.25042
H 2.67655 -4.08419 -0.90957
H 1.67754 -2.10462 -1.22597
H -1.01284 -4.80138 -0.26022
H 1.42245 -5.23562 -1.43647
N 2.11187 0.26433 1.38991
C 1.88994 0.19869 2.71598
C 2.02562 -1.02700 3.41878
C 1.68049 -1.09880 4.76509
C 1.27897 0.04579 5.46406
C 1.24606 1.28345 4.80412
C 1.54905 1.36713 3.44480
H 2.42292 -0.56516 0.89439
H 1.59487 0.94609 0.82169
H 2.36484 -1.90500 2.86143
H 1.72621 -2.06666 5.26963
H 1.00306 -0.02748 6.51378
H 0.97858 2.19077 5.35312
H 1.54219 2.32508 2.91305
*
```

- Kohn-Sham gap (eV) = 5.75
- energy above the lowest of the compared OMol25 structures with the same formula, charge and spin (kcal/mol) = 1.47
- max |F| (eV/Å) = 3.26

natural (NBO) population analysis, charges in e, atoms 1 to 2:
1. O -0.479
2. C 0.411